Here is a single C7H12N2O2 molecule from the OMol25 dataset. Energies are from the ωB97M-V functional and the def2-TZVPD basis.

- Gap between HOMO and LUMO: 10.38 eV
- Multiplicity: 1
- HOMO level: -0.3607 hartree
- Electronic energy: -533.890627 a.u.
- Relative energy (zero: lowest compared OMol25 entry of this formula, charge and spin): 43.5 kcal/mol

```
23
C7H12N2O2 (the ωB97M-V functional and the def2-TZVPD basis)
C 2.75 -1.04 0.75
C 1.38 -0.39 0.46
C 0.65 -1.25 -0.59
C 0.57 -0.19 1.76
C -0.68 0.73 1.66
C -1.91 -0.07 1.36
N -2.46 -0.85 2.26
O -3.67 -1.31 1.70
C -3.75 -0.71 0.48
O -4.73 -0.61 -0.22
N -2.63 0.03 0.20
H 3.30 -1.19 -0.20
H 3.38 -0.44 1.41
H 2.58 -2.05 1.26
H 1.59 0.57 -0.03
H -0.33 -0.81 -0.86
H 1.24 -1.27 -1.48
H 0.53 -2.29 -0.25
H 0.24 -1.15 2.17
H 1.26 0.23 2.48
H -0.80 1.23 2.62
H -0.52 1.51 0.94
H -2.82 0.90 -0.19
```

Population analysis type natural (NBO), resulting atomic charges in e: -0.60, -0.21, -0.61, -0.38, -0.46, 0.37, -0.16, -0.32, 0.84, -0.59, -0.62, 0.21, 0.21, 0.20, 0.19, 0.21, 0.21, 0.21, 0.22, 0.21, 0.25, 0.22, 0.42


Here is a molecular structure, C42H44BeP2 from the OMol25 dataset. Energies are from the ωB97M-V functional and the def2-TZVPD basis.

- Gap between HOMO and LUMO (spin up / spin down): 4.97 / 4.63 eV
- Multiplicity: 1
- HOMO level (spin up / spin down): -0.1697 / -0.1581 hartree
- Electronic energy: -2324.063434 a.u.
- Relative energy (zero: lowest compared OMol25 entry of this formula, charge and spin): 38.2 kcal/mol

```
89
C42H44BeP2 (the ωB97M-V functional and the def2-TZVPD basis)
Be -0.71 0.02 1.74
C -1.96 0.80 -3.53
C -1.96 -0.52 -3.31
C -1.26 -1.50 -4.19
C 0.18 -1.13 -4.65
C 0.96 -0.30 -3.68
C 0.94 1.03 -3.60
C 0.14 1.89 -4.52
C -1.33 1.45 -4.73
C 1.20 0.14 1.92
H -2.53 1.48 -2.89
H -2.60 -0.94 -2.52
H -1.86 -1.67 -5.10
H -1.22 -2.47 -3.68
H 0.73 -2.07 -4.79
H 0.13 -0.65 -5.64
H 1.65 -0.87 -3.06
H 1.59 1.57 -2.91
H 0.62 1.93 -5.51
H 0.16 2.92 -4.12
H -1.91 2.36 -4.96
H -1.40 0.80 -5.61
H 0.53 1.05 1.81
H 1.75 0.25 2.87
H 0.67 -0.86 2.00
P -1.41 -0.73 -0.07
P 2.30 0.02 0.51
C 0.06 -1.07 -1.00
C 1.40 -0.95 -0.69
C -2.45 -2.21 0.06
C -2.36 -3.21 -0.93
C -3.09 -4.38 -0.78
C -3.89 -4.58 0.36
C -4.00 -3.58 1.32
C -3.31 -2.38 1.17
C -2.53 0.69 -0.44
C -2.01 2.01 -0.40
C -2.89 3.09 -0.52
C -4.27 2.88 -0.66
C -4.77 1.58 -0.68
C -3.92 0.49 -0.56
C 3.80 -0.95 0.81
C 3.62 -2.31 1.14
C 4.72 -3.16 1.21
C 6.01 -2.67 0.96
C 6.19 -1.33 0.62
C 5.09 -0.46 0.56
C 2.80 1.69 0.07
C 2.71 2.78 0.96
C 2.92 4.08 0.47
C 3.27 4.28 -0.87
C 3.48 3.18 -1.72
C 3.27 1.88 -1.23
H -0.18 -1.47 -2.00
H 2.09 -1.60 -1.25
H -1.74 -3.06 -1.81
H -3.03 -5.16 -1.54
H -4.42 -5.52 0.49
H -4.62 -3.72 2.21
H -3.43 -1.57 1.89
H -0.94 2.18 -0.26
H -2.50 4.10 -0.49
H -4.94 3.73 -0.74
H -5.85 1.41 -0.75
H -4.32 -0.53 -0.53
H 2.62 -2.70 1.30
H 4.57 -4.22 1.44
H 6.87 -3.34 1.03
H 7.18 -0.95 0.38
H 5.24 0.59 0.30
H 2.48 2.61 2.01
H 2.79 4.93 1.14
H 3.37 5.29 -1.27
H 3.80 3.31 -2.75
H 3.46 1.02 -1.87
C -1.56 -0.33 3.26
C -1.02 0.13 4.56
C -0.45 -0.79 5.48
C -0.06 -0.36 6.75
C -0.24 0.98 7.13
C -0.74 1.90 6.20
C -1.12 1.49 4.92
H -2.52 0.14 3.04
H -1.68 -1.42 3.26
H -0.34 -1.83 5.19
H 0.34 -1.07 7.46
H -0.01 1.30 8.15
H -0.86 2.95 6.49
H -1.51 2.20 4.19
```

Population analysis type Löwdin, resulting atomic charges in e: 0.11, -0.09, -0.14, -0.19, -0.18, -0.14, -0.10, -0.18, -0.18, -0.21, 0.09, 0.08, 0.12, 0.08, 0.11, 0.10, 0.07, 0.07, 0.11, 0.10, 0.11, 0.10, 0.08, 0.10, 0.09, 0.98, 0.93, -0.37, -0.38, -0.34, -0.08, -0.08, -0.09, -0.08, -0.10, -0.36, -0.12, -0.10, -0.09, -0.08, -0.09, -0.29, -0.09, -0.08, -0.08, -0.08, -0.07, -0.32, -0.08, -0.08, -0.08, -0.08, -0.12, 0.02, 0.06, 0.08, 0.10, 0.10, 0.10, 0.09, 0.10, 0.10, 0.10, 0.10, 0.10, 0.11, 0.10, 0.10, 0.10, 0.10, 0.11, 0.11, 0.10, 0.11, 0.11, -0.20, -0.31, -0.06, -0.10, -0.11, -0.10, -0.06, 0.06, 0.06, 0.11, 0.10, 0.09, 0.10, 0.11


Here is a single C9H15N3O6 molecule from the OMol25 dataset. Energies are from the ωB97M-V functional and the def2-TZVPD basis.

- Gap between HOMO and LUMO: 9.51 eV
- Multiplicity: 1
- HOMO level: -0.3369 hartree
- Electronic energy: -967.678776 a.u.
- Relative energy (zero: lowest compared OMol25 entry of this formula, charge and spin): 57.6 kcal/mol

```
33
C9H15N3O6 (the ωB97M-V functional and the def2-TZVPD basis)
N -2.75 1.76 -0.48
C -3.31 0.56 -0.24
O -4.13 0.09 -0.93
C -2.59 -0.17 1.02
C -1.97 -1.55 0.87
C -1.09 -1.70 -0.40
N -0.39 -2.95 -0.36
C -0.05 -0.62 -0.47
O -0.22 0.32 -1.18
N 1.18 -0.78 0.14
C 2.17 0.22 -0.26
C 2.15 1.47 0.62
C 0.90 2.33 0.23
O -0.11 2.03 0.77
O 0.99 3.42 -0.65
C 3.46 -0.58 -0.21
O 3.66 -1.76 -0.24
O 4.52 0.32 -0.28
H -3.18 2.11 -1.28
H -1.72 1.93 -0.33
H -1.89 0.58 1.49
H -3.50 -0.10 1.68
H -2.63 -2.37 0.89
H -1.27 -1.65 1.76
H -1.78 -1.48 -1.30
H -0.95 -3.73 -0.05
H 0.08 -3.37 -1.23
H 1.49 -1.65 0.55
H 2.14 0.45 -1.32
H 2.24 1.00 1.69
H 3.06 2.12 0.57
H 0.19 3.97 -0.45
H 5.33 -0.21 -0.62
```

Population analysis type natural (NBO), resulting atomic charges in e: -0.85, 0.71, -0.62, -0.53, -0.39, -0.14, -0.86, 0.70, -0.64, -0.65, -0.16, -0.51, 0.84, -0.60, -0.69, 0.80, -0.57, -0.71, 0.38, 0.43, 0.23, 0.24, 0.22, 0.21, 0.21, 0.37, 0.38, 0.44, 0.26, 0.25, 0.26, 0.50, 0.50